Record 1
This record from the OMol25 dataset describes a molecular structure, C2HFKLi2O2 at a distorted geometry. The level of theory is ωB97M-V/def2-TZVPD.

Results
Energy relative to the best compared isomer or geometry (same formula, charge and spin) (kcal per mole): 4.40
Net charge: +1
Kohn-Sham gap (eV): 5.76
Total energy (a.u.): -942.01979

Structure (XYZ):
```
9
Properties=species:S:1:pos:R:3:mulliken_charge:R:1
O 0.5321 0.5813 -0.2172 -0.52
C 0.8622 0.4359 0.9272 0.42
C 1.0841 0.7843 2.2041 -0.13
O 1.3194 2.0004 2.6330 -0.85
K -0.5837 -1.3085 -2.4246 0.92
F -2.0350 -2.5897 -3.9071 -0.87
H 0.8331 -0.0306 2.9057 0.23
Li 1.3505 3.6846 2.1981 0.89
Li -3.3628 -3.5577 -4.3192 0.90
```

=====

Record 2
This record from the OMol25 dataset describes C5H5N3O in the gas phase at a distorted geometry. The level of theory is ωB97M-V/def2-TZVPD.

Results
Energy relative to the best compared isomer or geometry (same formula, charge and spin) (kcal per mole): 76.09
Kohn-Sham gap (eV): 9.06
SMILES: Cc1cc(=O)ncnn1
Total energy (a.u.): -432.92248

Structure (XYZ):
```
14
Properties=species:S:1:pos:R:3:mulliken_charge:R:1
C -1.0105 0.2785 -2.4853 -1.40
C -0.4543 -0.0150 -1.1124 0.69
C 0.3342 0.9511 -0.5598 -0.24
C 0.9407 0.7821 0.7711 0.32
C -0.7842 -0.5873 1.4654 0.10
H -0.5307 -0.4553 -3.1068 0.36
H -2.0538 -0.0716 -2.5819 0.33
H -0.9553 1.2233 -2.9237 0.40
H 0.3523 1.8564 -1.1307 0.31
H -1.6214 -0.7618 2.1023 0.42
N -0.0868 0.4387 1.6512 -0.34
N -0.5085 -1.7086 0.5207 -0.29
N -0.2618 -1.3841 -0.6772 -0.12
O 2.0817 1.0413 1.0881 -0.54
```

=====

Record 3
This record from the OMol25 dataset describes a molecular structure, C4H10N2O2 at a distorted geometry. The level of theory is ωB97M-V/def2-TZVPD.

Results
Energy relative to the best compared isomer or geometry (same formula, charge and spin) (kcal per mole): 91.12
Kohn-Sham gap (eV): 8.70
Total energy (a.u.): -418.31576

Structure (XYZ):
```
18
Properties=species:S:1:pos:R:3:mulliken_charge:R:1
C 0.7886 0.6657 -0.7143 0.36
C -0.5859 1.1377 -0.1871 -0.63
C -0.9580 -1.0835 1.2650 -0.55
C -1.1018 0.4356 1.0554 0.60
N 1.2589 1.5373 -1.7301 -0.61
N 0.2000 -1.7060 0.5984 -0.35
O 1.6483 0.2971 0.1937 -0.80
O -1.6974 1.0481 1.9097 -0.56
H 1.1153 -0.9904 0.7079 0.44
H 0.3637 -0.5249 -1.3498 -0.13
H 2.2701 1.5876 -1.7300 0.26
H 0.9363 1.3043 -2.6602 0.24
H 0.3047 -2.6891 0.8226 0.28
H 0.1079 -1.4579 -0.5174 0.23
H -1.3479 1.0214 -0.9649 0.29
H -0.5122 2.1988 0.0605 0.31
H -1.8890 -1.5343 0.8987 0.30
H -0.9016 -1.2477 2.3419 0.34
```